1.
Formula: C22H34Br2MnNO18
Source: OMol25
Level of theory: ωB97M-V with the def2-TZVPD basis set

The HOMO energy (spin up / spin down) is -11.8527 / -11.8528 eV. As for the frontier orbital gap (spin up / spin down): 8.52 / 8.06 eV. The value obtained for the LUMO energy (spin up / spin down) is -3.3 / -3.8 eV.

Structure (ORCA input):
```
! wB97M-V def2-TZVPD RIJCOSX def2/J DEFGRID3
* xyz 1 6
Mn 0.743 0.922 -0.778
N -0.266 -0.722 0.989
O -0.882 0.210 0.384
O -0.730 -1.224 1.985
O 0.869 -0.910 0.489
Br -4.509 1.990 3.264
C -3.468 0.994 1.908
C -4.299 0.163 0.958
Br -5.668 1.274 -0.204
H -2.692 0.408 2.395
H -2.926 1.706 1.288
H -5.020 -0.542 1.357
H -3.620 -0.396 0.316
C 4.800 4.447 2.315
C 3.371 4.777 1.876
C 3.263 4.984 0.390
O 2.061 4.287 0.047
C 1.917 3.298 0.929
O 1.174 2.352 0.762
O 2.563 3.581 2.044
H 5.532 4.740 1.557
H 5.012 3.379 2.360
H 5.061 4.937 3.249
H 2.922 5.562 2.479
H 4.115 4.572 -0.153
H 3.188 6.029 0.098
C -2.165 -4.043 1.043
C -1.059 -4.916 0.449
C -0.311 -5.721 1.589
O -0.503 -7.056 1.195
C -1.199 -7.155 0.051
O -1.260 -8.090 -0.678
O -1.614 -5.921 -0.349
H -2.977 -4.609 1.498
H -2.553 -3.185 0.492
H -1.710 -3.509 1.885
H -0.250 -4.357 -0.026
H -0.777 -5.424 2.529
H 0.752 -5.491 1.649
C 3.896 0.104 2.772
C 4.053 -1.260 2.234
C 4.599 -1.434 0.808
O 5.335 -2.628 0.939
C 5.424 -3.047 2.237
O 5.929 -4.036 2.608
O 4.857 -2.077 3.073
H 3.036 0.191 3.432
H 3.819 0.926 2.050
H 4.821 0.459 3.239
H 3.060 -1.724 2.238
H 5.264 -0.652 0.433
H 3.722 -1.365 0.160
C -3.185 -2.515 -3.045
C -1.828 -3.233 -2.728
C -0.794 -3.485 -3.777
O 0.021 -2.312 -3.776
C -0.116 -1.748 -2.541
O 0.558 -0.808 -2.216
O -1.149 -2.296 -1.912
H -3.216 -2.048 -4.030
H -3.388 -1.694 -2.357
H -4.009 -3.207 -2.879
H -2.154 -4.201 -2.343
H -1.203 -3.702 -4.763
H -0.138 -4.320 -3.524
C -4.150 5.323 -1.963
C -3.026 4.502 -2.677
C -1.694 5.219 -2.894
O -0.752 4.279 -2.380
C -1.379 3.281 -1.782
O -0.779 2.369 -1.237
O -2.662 3.436 -1.837
H -4.784 4.548 -1.543
H -4.593 6.119 -2.561
H -3.689 5.965 -1.206
H -3.446 4.073 -3.589
H -1.664 6.174 -2.364
H -1.479 5.482 -3.929
*
```

***

2.
Formula: C18H36Br18
Source: OMol25
Level of theory: ωB97M-V with the def2-TZVPD basis set

Its relative energy (zero: lowest compared OMol25 entry of this formula, charge and spin) is 8.9 kcal per mole. The HOMO energy is -9.8203 eV. As for the frontier orbital gap: 9.94 eV. As for the SMILES: BrCCBr.BrCCBr.BrCCBr.BrCCBr.BrCCBr.BrCCBr.BrCCBr.BrCCBr.BrCCBr. The value obtained for the LUMO energy is 0.1 eV.

Structure (ORCA input):
```
! wB97M-V def2-TZVPD RIJCOSX def2/J DEFGRID3
* xyz 0 1
Br -9.321 -14.359 -13.240
C -8.974 -13.565 -14.996
C -10.153 -12.691 -15.384
Br -9.919 -11.993 -17.193
H -8.713 -14.378 -15.662
H -8.135 -12.879 -14.899
H -10.185 -11.872 -14.671
H -11.115 -13.190 -15.450
Br -13.431 -10.090 -25.932
C -13.528 -11.640 -24.757
C -12.220 -12.383 -24.700
Br -12.418 -13.900 -23.518
H -14.269 -12.212 -25.297
H -13.834 -11.315 -23.775
H -11.370 -11.787 -24.353
H -11.798 -12.644 -25.674
Br -14.281 -5.708 -17.910
C -13.026 -7.125 -18.488
C -11.962 -7.377 -17.458
Br -10.602 -8.543 -18.336
H -12.591 -6.736 -19.403
H -13.612 -8.015 -18.699
H -12.319 -7.896 -16.574
H -11.401 -6.497 -17.167
Br -11.139 -14.769 -18.965
C -10.068 -16.097 -19.909
C -9.218 -15.385 -20.971
Br -8.096 -16.745 -21.815
H -10.686 -16.809 -20.451
H -9.467 -16.652 -19.197
H -8.595 -14.582 -20.596
H -9.920 -15.017 -21.715
Br -12.217 -7.635 -22.323
C -10.862 -8.861 -23.080
C -10.538 -8.372 -24.481
Br -9.514 -9.760 -25.431
H -11.271 -9.864 -23.109
H -10.007 -8.768 -22.422
H -10.040 -7.408 -24.524
H -11.431 -8.259 -25.088
Br -15.066 -15.240 -19.815
C -15.742 -16.091 -21.439
C -15.434 -17.564 -21.347
Br -16.194 -18.391 -22.975
H -15.318 -15.603 -22.313
H -16.806 -15.873 -21.487
H -15.956 -18.065 -20.539
H -14.383 -17.821 -21.292
Br -15.471 -9.533 -22.501
C -17.003 -10.536 -21.774
C -16.720 -11.997 -21.573
Br -16.865 -12.902 -23.330
H -17.888 -10.333 -22.365
H -17.131 -10.083 -20.790
H -17.383 -12.360 -20.782
H -15.748 -12.192 -21.128
Br -10.624 -11.594 -20.760
C -12.421 -10.873 -20.476
C -13.113 -11.763 -19.491
Br -14.723 -10.847 -18.792
H -12.906 -10.725 -21.437
H -12.252 -9.892 -20.039
H -12.471 -11.911 -18.621
H -13.429 -12.777 -19.725
Br -15.597 -12.072 -14.891
C -15.054 -13.584 -16.033
C -14.551 -14.685 -15.113
Br -13.514 -15.952 -16.240
H -14.277 -13.268 -16.717
H -15.948 -13.914 -16.552
H -15.335 -15.205 -14.574
H -13.842 -14.310 -14.381
*
```

***

3.
Formula: C2H5NOS
Source: OMol25
Level of theory: ωB97M-V with the def2-TZVPD basis set

Its relative energy (zero: lowest compared OMol25 entry of this formula, charge and spin) is 21.7 kcal per mole. The HOMO energy is -9.5875 eV. As for the frontier orbital gap: 10.17 eV. As for the SMILES: CC(=O)NS. The value obtained for the LUMO energy is 0.6 eV.

Structure (ORCA input):
```
! wB97M-V def2-TZVPD RIJCOSX def2/J DEFGRID3
* xyz 0 1
C -1.378 -0.078 1.229
C -0.821 0.595 -0.033
H -2.070 -0.845 0.957
H -2.048 0.603 1.785
H -0.568 -0.468 1.961
H 0.558 0.763 -1.339
H 2.082 -0.368 0.984
N 0.479 0.362 -0.416
O -1.559 1.263 -0.722
S 1.522 -0.964 -0.177
*
```

***

4.
Formula: C18H14BrF4N3O2
Source: OMol25
Level of theory: ωB97M-V with the def2-TZVPD basis set

Its relative energy (zero: lowest compared OMol25 entry of this formula, charge and spin) is 0.0 kcal per mole. The HOMO energy is -8.6661 eV. As for the frontier orbital gap: 8.18 eV. As for the SMILES: O=C(c1cc(C2CC2)nc2ccc(Br)cc12)N1N=C(C(F)F)C[C@]1(O)C(F)F. The value obtained for the LUMO energy is -0.5 eV.

Structure (ORCA input):
```
! wB97M-V def2-TZVPD RIJCOSX def2/J DEFGRID3
* xyz 0 1
O 1.001 2.330 -0.981
C 0.459 1.369 -0.460
N -0.798 1.531 0.061
N -1.491 0.621 0.772
C -2.576 1.135 1.192
C -3.584 0.362 1.982
F -3.141 -0.872 2.285
F -3.849 0.990 3.154
H -4.542 0.259 1.441
C -2.765 2.580 0.816
H -2.757 3.228 1.695
H -3.687 2.752 0.262
C -1.509 2.835 -0.034
O -0.762 3.876 0.467
H 0.087 3.915 -0.008
C -1.859 3.050 -1.529
F -2.764 4.039 -1.662
F -2.443 1.928 -2.020
H -0.980 3.287 -2.143
C 1.046 0.016 -0.344
C 0.270 -1.098 -0.545
C 0.848 -2.386 -0.448
N 2.123 -2.557 -0.195
C 2.915 -1.489 -0.010
C 4.282 -1.719 0.258
C 5.137 -0.675 0.467
C 4.645 0.637 0.413
C 3.329 0.911 0.157
C 2.434 -0.150 -0.069
H 2.981 1.930 0.109
Br 5.856 2.074 0.713
H 6.183 -0.843 0.673
H 4.623 -2.741 0.297
C 0.046 -3.607 -0.603
C -1.151 -3.651 -1.520
C -1.357 -3.668 -0.046
H -1.744 -2.785 0.441
H -1.663 -4.590 0.423
H -1.403 -2.760 -2.074
H -1.312 -4.563 -2.074
H 0.650 -4.502 -0.528
H -0.775 -0.997 -0.786
*
```

***

5.
Formula: C3H7N2O2
Source: OMol25
Level of theory: ωB97M-V with the def2-TZVPD basis set

Its relative energy (zero: lowest compared OMol25 entry of this formula, charge and spin) is 60.2 kcal per mole. The HOMO energy is -12.9562 eV. As for the frontier orbital gap: 9.24 eV. The value obtained for the LUMO energy is -3.7 eV.

Structure (ORCA input):
```
! wB97M-V def2-TZVPD RIJCOSX def2/J DEFGRID3
* xyz 1 1
C 2.179 0.782 0.016
C -2.529 -0.144 -0.041
C -3.587 -0.216 0.661
N 1.137 0.573 -0.782
N 2.547 -0.179 0.777
O -1.653 -0.023 -0.816
O 0.886 -0.731 -1.004
H 2.555 1.802 0.181
H -3.797 -0.211 1.706
H 1.011 1.182 -1.652
H -4.315 -0.770 0.044
H 3.483 -0.112 1.318
H 2.127 -1.084 0.808
H -0.045 -0.868 -1.215
*
```

***

6.
Formula: C21H64N10O9
Source: OMol25
Level of theory: ωB97M-V with the def2-TZVPD basis set

Its relative energy (zero: lowest compared OMol25 entry of this formula, charge and spin) is 77.8 kcal per mole. The HOMO energy is -8.8741 eV. As for the frontier orbital gap: 9.05 eV. As for the SMILES: COC[C@H](C)N.COC[C@H](C)N.COC[C@H](C)N.COC[C@H](C)N.NC(N)=O.NC(N)=O.NC(N)=O.CO.CO. The value obtained for the LUMO energy is 0.2 eV.

Structure (ORCA input):
```
! wB97M-V def2-TZVPD RIJCOSX def2/J DEFGRID3
* xyz 0 1
C -2.858 1.301 -2.289
O -2.937 1.760 -0.972
H -3.163 0.255 -2.268
H -3.651 1.811 -2.837
H -1.819 1.451 -2.580
H -3.869 1.751 -0.744
C 0.984 1.198 -0.215
O 2.036 0.463 -0.752
H 1.233 2.199 0.135
H 0.278 1.375 -1.027
H 0.559 0.600 0.591
H 1.833 -0.473 -0.691
C 3.199 4.093 -1.751
O 2.055 4.418 -1.633
N 4.224 4.857 -1.460
N 3.479 2.899 -2.173
H 4.088 5.783 -1.082
H 5.155 4.530 -1.676
H 2.736 2.235 -2.335
H 4.437 2.665 -2.390
C -1.062 5.391 -0.712
O -2.215 5.768 -0.890
N -0.101 6.142 -0.348
N -0.625 4.158 -0.856
H -0.290 7.130 -0.257
H 0.780 5.750 -0.049
H 0.359 3.937 -0.913
H -1.301 3.487 -1.191
C 5.009 2.217 1.581
O 4.042 2.715 2.154
N 4.939 1.235 0.813
N 6.287 2.549 1.691
H 5.748 0.885 0.320
H 4.039 0.851 0.565
H 6.505 3.403 2.184
H 6.979 1.940 1.279
C 0.748 -3.197 1.759
C 1.577 -2.288 0.836
C 2.973 -2.939 0.547
O 3.679 -2.928 1.709
C 4.931 -3.686 1.469
N 0.856 -2.054 -0.370
H -0.179 -2.685 2.017
H 1.289 -3.438 2.675
H 0.505 -4.118 1.229
H 1.852 -1.371 1.358
H 3.606 -2.339 -0.107
H 2.809 -3.893 0.047
H 4.737 -4.735 1.692
H 5.612 -3.392 2.267
H 5.474 -3.287 0.612
H -0.117 -1.836 -0.212
H 1.027 -2.923 -0.855
C -1.636 4.641 2.944
C -1.707 3.181 2.392
C -1.492 2.133 3.447
O -1.487 0.882 2.760
C -1.258 -0.179 3.671
N -2.950 3.099 1.586
H -1.760 5.448 2.221
H -0.662 4.803 3.406
H -2.481 4.746 3.625
H -0.875 3.033 1.704
H -2.315 2.213 4.157
H -0.531 2.229 3.954
H -1.142 -1.111 3.118
H -2.017 -0.426 4.413
H -0.323 -0.002 4.202
H -2.678 3.411 0.664
H -2.914 2.106 1.406
C -2.994 -2.829 1.145
C -3.291 -1.415 0.558
C -4.255 -0.512 1.410
O -5.678 -0.968 1.211
C -6.384 -1.488 2.368
N -2.074 -0.724 0.379
H -2.612 -2.635 2.147
H -2.093 -3.220 0.671
H -3.728 -3.633 1.195
H -3.833 -1.483 -0.385
H -4.300 0.560 1.217
H -4.084 -0.608 2.482
H -6.405 -0.757 3.176
H -5.863 -2.312 2.855
H -7.381 -1.782 2.040
H -1.900 -0.213 1.233
H -2.340 0.090 -0.156
C 0.486 -4.852 -5.508
C 0.349 -5.069 -4.045
C -0.372 -3.794 -3.379
O 0.305 -2.579 -3.663
C -0.434 -1.405 -3.244
N -0.476 -6.235 -3.721
H 1.372 -4.244 -5.685
H -0.359 -4.318 -5.942
H 0.669 -5.735 -6.120
H 1.300 -5.273 -3.554
H -0.364 -3.896 -2.294
H -1.426 -3.786 -3.658
H -0.962 -1.006 -4.109
H 0.451 -0.782 -3.119
H -1.092 -1.476 -2.378
H 0.008 -7.084 -3.973
H -0.483 -6.365 -2.720
*
```

***

| no. | E (eV) |
| --- | --- |
| 1 | -233107.616 |
| 2 | -1280016.320 |
| 3 | -16527.441 |
| 4 | -108370.563 |
| 5 | -10290.201 |
| 6 | -56140.578 |